i | Density functional theory data (ωB97M-V/def2-TZVPD) for a single C3H5NO3 molecule.

Each line ends with the Löwdin charge.
Element x y z (Å)
C  -1.451  0.609  -0.495  0.018
N  0.243  -0.101  1.344  0.208
C  1.149  -0.214  0.272  -0.559
C  -0.547  -0.386  0.163  -0.449
O  1.874  0.862  -0.054  0.155
O  1.564  -1.400  -0.197  -0.001
O  -0.509  -1.653  -0.174  0.048
H  2.411  0.631  -0.830  0.143
H  0.289  -0.922  1.947  0.152
H  -1.391  0.501  -1.579  0.098
H  -1.147  1.621  -0.228  0.089
H  -2.482  0.453  -0.170  0.098

Summary:
- Gap between HOMO and LUMO (alpha / beta): 7.72 / 7.73 eV
- LUMO energy (alpha / beta): -0.0538 / -0.0521 Ha

---

ii | Density functional theory data (ωB97M-V/def2-TZVPD) for 2 unconnected molecules or ions with the total composition C3H5NO3.

Each line ends with the Löwdin charge.
Element x y z (Å)
C  2.877  -0.818  0.244  -0.237
C  1.596  -0.561  0.114  0.008
C  -1.121  0.880  -0.469  0.045
N  -2.127  0.249  0.472  -0.382
O  3.904  -1.374  0.577  0.108
O  -3.343  0.474  0.528  0.071
O  -1.595  -0.724  0.947  0.057
H  -0.401  0.971  0.081  -0.051
H  0.773  -0.450  0.785  0.043
H  1.592  -0.701  -1.017  0.106
H  -0.943  0.182  -1.254  0.099
H  -1.213  1.870  -1.006  0.135

Summary:
- Gap between HOMO and LUMO: 9.40 eV
- LUMO energy: -0.0092 Ha

---

iii | Density functional theory data (ωB97M-V/def2-TZVPD) for a single C3H5NO3 molecule.

Each line ends with the Löwdin charge.
Element x y z (Å)
C  -0.872  0.359  1.518  0.089
C  -0.265  -0.095  0.427  -0.443
C  -0.898  -0.456  -0.874  -0.027
N  1.902  0.281  -0.487  -0.361
O  2.998  -0.137  -0.257  0.144
O  1.050  -0.278  0.571  0.040
O  1.408  0.942  -1.322  0.154
H  -0.197  0.491  2.407  0.091
H  -1.948  0.424  1.748  0.077
H  -0.490  -1.345  -1.265  0.075
H  -2.022  -0.476  -0.899  0.114
H  -0.668  0.291  -1.569  0.046

Summary:
- Gap between HOMO and LUMO: 9.93 eV
- LUMO energy: 0.0075 Ha

---

Most stable: i

---

i | Density functional theory data (ωB97M-V/def2-TZVPD) for 10 unconnected molecules or ions with the total composition C32H90N6O10.

Each line ends with the Löwdin charge.
Element x y z (Å)
C  2.969  1.189  -1.709  -0.092
C  4.341  1.170  -2.341  -0.308
O  4.570  -0.131  -2.866  -0.082
H  2.119  0.969  -2.355  0.048
H  2.741  2.214  -1.417  0.079
H  2.886  0.497  -0.871  0.064
H  5.074  1.354  -1.555  0.111
H  4.488  1.915  -3.123  0.099
H  5.507  -0.231  -3.048  0.080
C  -5.085  -1.525  -1.023  -0.077
C  -5.630  -0.137  -0.738  -0.255
O  -4.517  0.769  -0.442  -0.119
H  -4.790  -2.030  -0.103  0.058
H  -4.315  -1.617  -1.789  0.060
H  -5.903  -2.141  -1.396  0.076
H  -6.317  -0.197  0.106  0.092
H  -6.214  0.330  -1.531  0.108
H  -4.179  0.953  -1.321  0.084
C  -0.419  0.055  -0.444  -0.063
C  -0.019  0.760  0.763  -0.339
O  -0.607  0.256  1.951  -0.120
H  -1.504  -0.050  -0.424  0.083
H  0.105  -0.900  -0.416  0.064
H  -0.011  0.503  -1.350  0.063
H  -0.247  1.825  0.716  0.115
H  1.057  0.724  0.935  0.091
H  -0.304  0.746  2.719  0.009
C  -1.594  -3.399  -0.048  -0.092
C  -1.731  -3.461  1.470  -0.291
O  -3.096  -3.220  1.842  -0.112
H  -2.151  -2.567  -0.480  0.055
H  -1.841  -4.316  -0.583  0.075
H  -0.577  -3.210  -0.390  0.031
H  -1.062  -2.682  1.837  0.096
H  -1.482  -4.458  1.833  0.104
H  -3.248  -2.280  1.964  0.004
C  -4.073  1.760  2.765  -0.064
C  -4.195  0.275  3.057  -0.382
C  -5.607  -0.290  3.203  -0.168
O  -5.647  -1.681  3.579  -0.181
C  -6.637  -2.462  2.911  -0.105
N  -3.529  -0.368  1.911  0.056
H  -4.321  2.252  3.705  0.076
H  -4.656  2.115  1.915  0.073
H  -3.069  2.015  2.426  0.074
H  -3.579  0.106  3.940  0.134
H  -6.166  -0.197  2.272  0.101
H  -6.132  0.243  3.995  0.123
H  -6.588  -2.374  1.826  0.070
H  -7.640  -2.262  3.288  0.083
H  -6.424  -3.529  2.983  0.087
H  -3.904  0.079  1.086  0.025
H  -2.537  -0.179  1.912  0.042
C  -4.468  -1.520  -5.087  -0.050
C  -4.053  -0.459  -6.193  -0.405
C  -2.521  -0.458  -6.445  -0.141
O  -1.798  -0.355  -5.133  -0.195
C  -0.423  -0.275  -5.228  -0.152
N  -4.779  -0.838  -7.405  0.019
H  -5.532  -1.486  -4.854  0.071
H  -3.946  -1.269  -4.164  0.049
H  -4.234  -2.525  -5.438  0.076
H  -4.363  0.518  -5.822  0.130
H  -2.323  0.350  -7.149  0.115
H  -2.256  -1.345  -7.021  0.117
H  -0.094  0.449  -5.974  0.088
H  -0.020  -1.275  -5.385  0.088
H  0.025  0.128  -4.320  0.068
H  -4.350  -0.459  -8.237  0.060
H  -4.701  -1.816  -7.645  0.066
C  1.858  -4.645  1.048  -0.043
C  2.905  -4.258  -0.021  -0.412
C  2.617  -2.956  -0.758  -0.202
O  1.524  -3.241  -1.567  -0.213
C  1.263  -2.386  -2.647  -0.098
N  4.169  -4.242  0.698  0.020
H  2.013  -5.634  1.478  0.077
H  0.907  -4.757  0.528  0.063
H  1.766  -3.933  1.868  0.075
H  3.045  -5.047  -0.760  0.137
H  3.503  -2.697  -1.337  0.126
H  2.312  -2.147  -0.094  0.112
H  1.535  -1.384  -2.318  0.060
H  0.187  -2.339  -2.816  0.088
H  1.812  -2.689  -3.539  0.095
H  4.150  -4.936  1.431  0.060
H  4.895  -4.586  0.086  0.066
C  -0.492  1.059  5.186  -0.056
C  0.323  2.281  4.828  -0.370
C  1.371  2.609  5.970  -0.207
O  2.073  3.818  5.758  -0.169
C  2.994  4.037  6.813  -0.114
N  1.058  1.899  3.620  0.050
H  0.136  0.196  5.405  0.091
H  -1.015  0.723  4.290  0.054
H  -1.141  1.328  6.019  0.088
H  -0.339  3.132  4.670  0.142
H  2.110  1.808  6.003  0.100
H  0.977  2.376  6.959  0.119
H  2.656  4.197  7.837  0.091
H  3.616  4.886  6.528  0.087
H  3.690  3.199  6.764  0.075
H  1.549  2.740  3.351  0.090
H  1.753  1.184  3.779  0.032
C  3.771  4.793  -5.953  -0.078
C  2.297  4.302  -6.037  -0.407
C  1.656  3.976  -4.637  -0.161
O  0.479  3.206  -4.895  -0.187
C  -0.293  2.935  -3.764  -0.124
N  1.653  5.429  -6.733  0.019
H  4.291  4.042  -5.358  0.062
H  3.868  5.793  -5.531  0.075
H  4.171  4.908  -6.960  0.071
H  2.361  3.450  -6.714  0.129
H  1.439  4.921  -4.138  0.128
H  2.414  3.489  -4.022  0.104
H  -1.132  2.285  -4.013  0.085
H  -0.776  3.850  -3.419  0.087
H  0.299  2.600  -2.912  0.071
H  2.006  5.537  -7.673  0.068
H  0.713  5.072  -6.828  0.062
C  4.464  -1.226  6.075  -0.073
C  5.070  -0.810  4.787  -0.480
C  4.330  0.314  4.035  -0.158
O  2.973  0.053  3.649  -0.229
C  2.819  -0.988  2.709  -0.089
N  6.470  -0.577  5.089  0.062
H  4.410  -0.321  6.680  0.077
H  5.025  -1.956  6.658  0.086
H  3.460  -1.641  5.983  0.082
H  4.856  -1.672  4.156  0.123
H  4.895  0.726  3.199  0.126
H  4.255  1.164  4.714  0.117
H  1.788  -1.167  2.402  0.083
H  3.111  -1.951  3.128  0.079
H  3.410  -0.808  1.811  0.092
H  6.742  -0.168  4.206  0.065
H  6.451  0.296  5.597  0.071

Summary:
- Gap between HOMO and LUMO: 8.74 eV
- LUMO energy: 0.0155 Ha

---

ii | Density functional theory data (ωB97M-V/def2-TZVPD) for 10 unconnected molecules or ions with the total composition C32H90N6O10.

Each line ends with the Löwdin charge.
Element x y z (Å)
C  16.047  12.483  22.149  -0.032
C  14.843  12.734  23.087  -0.418
C  15.252  13.046  24.486  -0.242
O  14.133  12.913  25.321  -0.174
C  14.438  13.082  26.676  -0.112
N  13.955  13.795  22.511  0.036
H  15.681  12.181  21.152  0.068
H  16.557  11.567  22.497  0.082
H  16.703  13.329  22.129  0.058
H  14.178  11.884  23.182  0.118
H  15.686  14.057  24.491  0.137
H  16.009  12.260  24.704  0.137
H  15.141  12.308  27.052  0.099
H  13.517  13.017  27.191  0.074
H  14.875  14.060  26.850  0.084
H  13.261  14.115  23.203  0.073
H  14.597  14.654  22.449  0.071
C  10.408  10.791  21.376  -0.030
C  11.875  11.266  21.471  -0.361
C  12.816  10.108  21.241  -0.225
O  12.540  9.073  22.146  -0.200
C  13.389  7.942  21.998  -0.097
N  12.169  12.332  20.430  0.061
H  10.069  10.241  22.287  0.096
H  10.256  10.093  20.579  0.054
H  9.753  11.672  21.194  0.074
H  11.997  11.773  22.384  0.105
H  13.920  10.237  21.352  0.130
H  12.626  9.787  20.234  0.088
H  12.996  7.229  22.782  0.104
H  14.440  8.200  22.302  0.091
H  13.412  7.551  20.966  0.091
H  11.267  12.794  20.267  0.030
H  12.818  12.995  20.868  0.040
C  8.085  14.844  18.017  -0.056
C  9.552  14.686  18.350  -0.449
C  9.819  15.046  19.815  -0.219
O  11.179  15.375  19.941  -0.210
C  11.543  15.858  21.195  -0.143
N  10.033  13.370  18.058  0.064
H  7.674  15.872  18.245  0.096
H  7.447  14.103  18.459  0.070
H  8.080  14.782  16.914  0.083
H  10.193  15.343  17.751  0.116
H  9.526  14.215  20.509  0.129
H  9.218  15.907  20.146  0.120
H  11.048  16.883  21.371  0.110
H  12.647  15.989  21.142  0.060
H  11.340  15.199  22.132  0.108
H  11.009  13.232  18.308  0.046
H  9.567  12.655  18.541  0.050
C  21.439  9.391  21.311  -0.074
C  20.527  10.505  21.788  -0.420
C  19.426  10.890  20.784  -0.252
O  18.549  9.813  20.595  -0.187
C  17.897  9.897  19.291  -0.056
N  20.063  10.240  23.179  0.029
H  20.969  8.418  21.293  0.066
H  22.301  9.252  21.961  0.069
H  21.792  9.576  20.245  0.098
H  21.115  11.379  21.960  0.120
H  19.889  11.312  19.872  0.120
H  18.992  11.810  21.155  0.103
H  17.301  8.991  19.175  0.088
H  18.617  10.034  18.527  0.060
H  17.222  10.878  19.294  0.111
H  19.752  11.060  23.625  0.029
H  19.197  9.628  23.281  0.100
C  11.418  16.080  10.998  -0.058
C  12.415  15.928  12.143  -0.472
C  11.717  16.265  13.403  -0.207
O  12.567  16.131  14.556  -0.200
C  11.880  16.102  15.761  -0.147
N  12.927  14.540  12.148  0.068
H  10.526  15.460  11.209  0.088
H  11.879  15.703  10.065  0.089
H  11.021  17.077  10.984  0.069
H  13.250  16.628  12.076  0.127
H  10.840  15.569  13.482  0.147
H  11.365  17.297  13.401  0.133
H  12.499  16.335  16.651  0.084
H  11.532  15.087  15.988  0.078
H  11.024  16.813  15.850  0.102
H  13.559  14.508  12.942  0.064
H  13.627  14.673  11.480  0.043
C  14.670  17.438  19.740  -0.084
C  15.523  16.242  20.002  -0.453
C  16.647  16.257  18.976  -0.158
O  17.271  14.936  19.062  -0.232
C  17.980  14.484  17.909  -0.103
N  15.981  16.191  21.405  0.061
H  13.797  17.576  20.389  0.056
H  14.139  17.313  18.713  0.107
H  15.273  18.396  19.765  0.101
H  14.833  15.373  19.819  0.136
H  17.353  17.127  19.135  0.148
H  16.272  16.322  17.935  0.101
H  18.311  13.447  18.018  0.084
H  18.822  15.092  17.762  0.064
H  17.293  14.569  17.004  0.091
H  16.734  15.513  21.413  0.059
H  16.293  17.068  21.743  0.063
C  13.132  5.805  16.047  -0.095
C  13.446  6.791  14.929  -0.325
O  13.756  8.093  15.423  -0.096
H  13.880  5.855  16.834  0.080
H  13.049  4.811  15.595  0.077
H  12.196  6.049  16.504  0.040
H  12.602  6.778  14.228  0.101
H  14.300  6.363  14.339  0.115
H  13.279  8.219  16.269  0.030
C  16.152  17.278  13.691  -0.086
C  16.278  17.173  15.190  -0.321
O  15.181  17.690  15.968  -0.100
H  15.291  16.649  13.319  0.065
H  16.998  16.989  13.114  0.058
H  15.843  18.334  13.378  0.105
H  17.189  17.658  15.545  0.110
H  16.414  16.115  15.508  0.091
H  14.354  17.566  15.470  0.062
C  10.819  8.689  17.758  -0.059
C  11.839  9.814  17.683  -0.295
O  13.044  9.096  17.891  -0.126
H  11.042  7.791  17.167  0.063
H  9.874  9.102  17.462  0.064
H  10.677  8.342  18.800  0.081
H  11.839  10.560  18.491  0.075
H  11.854  10.475  16.796  0.124
H  13.806  9.675  17.944  0.065
C  13.924  13.433  17.463  -0.068
C  15.081  12.476  17.857  -0.269
O  14.617  11.446  18.737  -0.149
H  13.543  13.874  18.386  0.058
H  13.103  13.052  16.904  0.053
H  14.354  14.189  16.809  0.067
H  15.861  13.117  18.294  0.078
H  15.388  11.971  16.934  0.119
H  13.806  11.757  19.276  0.067

Summary:
- Gap between HOMO and LUMO: 9.74 eV
- LUMO energy: 0.0229 Ha

---

Most stable: ii

---

i | Density functional theory data (ωB97M-V/def2-TZVPD) for a single C5H9N molecule.

Each line ends with the Löwdin charge.
Element x y z (Å)
N  2.760  1.180  1.374  0.028
C  1.609  0.768  0.660  -0.388
C  0.843  -0.359  0.886  -0.087
C  -0.403  -0.646  0.209  -0.148
C  -1.080  0.134  -0.622  -0.160
C  -2.309  -0.394  -1.284  -0.116
H  3.329  0.372  1.636  0.034
H  2.607  0.544  0.074  0.197
H  1.003  1.602  0.314  0.120
H  1.132  -1.022  1.694  0.104
H  -0.767  -1.667  0.307  0.107
H  -0.747  1.152  -0.783  0.095
H  -2.181  -1.407  -1.655  0.071
H  -2.618  0.131  -2.187  0.066
H  -3.178  -0.387  -0.624  0.076

Summary:
- Gap between HOMO and LUMO: 6.94 eV
- LUMO energy: -0.0141 Ha

---

ii | Density functional theory data (ωB97M-V/def2-TZVPD) for 2 unconnected molecules or ions with the total composition C5H9N.

Each line ends with the Löwdin charge.
Element x y z (Å)
C  0.514  -0.378  -1.523  -0.100
C  0.638  -0.353  -0.001  -0.233
C  0.950  0.998  0.538  -0.126
C  -1.207  -0.959  0.723  -0.043
C  -1.710  0.347  0.899  -0.305
N  -1.650  1.505  1.035  0.129
H  -0.249  -1.085  -1.852  0.063
H  1.459  -0.660  -2.012  0.083
H  0.248  0.615  -1.907  0.080
H  1.181  -1.188  0.431  0.101
H  1.203  1.752  -0.215  0.085
H  1.595  1.043  1.420  0.082
H  -0.069  1.433  0.854  0.019
H  -1.233  -1.515  1.681  0.090
H  -1.670  -1.555  -0.070  0.076

Summary:
- Gap between HOMO and LUMO: 10.92 eV
- LUMO energy: 0.0357 Ha

---

Most stable: ii